(1)
Computed, not measured: a structure of composition C22H25Br4N5O3OsS2, with ωB97M-V with the def2-TZVPD basis set.

Structure (XYZ):
```
62
Properties=species:S:1:pos:R:3:forces:R:3
Os -0.096732 0.252467 0.459238 0.152 0.072 -0.195
Br -0.422638 1.145686 7.342749 -0.006 -0.005 -0.002
C -0.182877 1.381253 5.519034 0.021 0.035 0.002
C 0.536919 2.593497 5.047708 -0.015 -0.025 0.018
Br 1.166088 3.798901 6.308179 0.004 0.005 -0.003
C 0.738674 2.836107 3.728861 -0.011 -0.006 -0.005
Br 1.622384 4.326971 3.043132 0.002 -0.001 0.000
C 0.274754 1.868786 2.779514 0.039 0.001 -0.036
O 0.370582 1.988306 1.546746 0.048 0.087 0.061
C -0.431917 0.645274 3.252994 -0.018 -0.014 -0.029
O -0.823696 -0.128327 2.363001 -0.076 -0.031 0.088
C -0.664643 0.454032 4.654179 0.002 -0.007 0.011
Br -1.585562 -1.087799 5.152743 0.005 0.002 -0.004
C -0.356994 -4.415045 -1.992682 -0.002 -0.005 -0.002
N 0.145864 -3.151602 -2.520282 0.012 0.020 -0.001
C 0.883686 -2.990981 -3.679071 -0.018 0.018 -0.006
C 1.158987 -1.686390 -3.804492 -0.006 -0.011 0.018
N 0.574969 -1.028317 -2.710019 -0.031 -0.004 -0.013
C -0.026587 -1.962782 -1.917832 0.037 -0.003 -0.001
S -0.815248 -1.783572 -0.430557 -0.077 -0.076 -0.037
C 0.566285 0.388232 -2.611728 -0.009 -0.029 0.010
C 0.630126 1.101154 -3.804252 -0.004 -0.010 0.007
C 0.790337 2.470523 -3.773284 0.004 0.005 0.012
C 0.877354 3.097329 -2.540651 -0.005 -0.002 -0.015
C 0.733658 2.334070 -1.406401 -0.004 -0.019 0.004
N 0.561256 0.992342 -1.414078 0.039 -0.028 -0.061
H -0.126661 -5.199115 -2.707389 0.008 -0.001 0.004
H -1.434066 -4.356006 -1.852491 -0.001 -0.004 -0.007
H 0.116690 -4.634949 -1.037096 -0.006 0.008 0.004
H 1.158666 -3.824954 -4.300154 -0.003 -0.001 -0.003
H 1.747039 -1.170660 -4.538947 0.004 0.007 -0.008
H 0.535427 0.583022 -4.745663 0.006 -0.007 -0.006
H 0.843860 3.033778 -4.694777 -0.001 0.000 -0.001
H 1.023905 4.163594 -2.450740 0.000 0.001 0.001
H 0.742682 2.794309 -0.430491 0.001 0.005 0.013
C -5.195651 0.717349 -1.111743 -0.006 -0.009 0.010
N -4.211695 1.711098 -0.670130 0.025 0.018 0.006
C -4.634017 3.110857 -0.557374 -0.006 -0.003 0.005
C -2.999544 1.354098 -0.373542 -0.068 0.074 -0.013
N -1.917484 1.035691 -0.117898 -0.131 -0.043 0.020
H -5.516441 0.943583 -2.128109 -0.002 0.002 0.001
H -6.057116 0.741456 -0.445569 -0.002 -0.003 0.000
H -4.750795 -0.273671 -1.083433 0.003 0.001 -0.006
H -4.975402 3.469248 -1.527823 0.001 -0.002 -0.002
H -3.798423 3.719571 -0.223172 0.002 0.001 -0.001
H -5.446829 3.189163 0.163802 0.000 0.003 -0.002
C 0.927926 -2.832517 2.605162 0.005 0.014 0.007
C 1.903427 -2.370075 1.537442 0.124 -0.012 0.015
S 1.866661 -0.586364 1.313874 -0.047 -0.137 0.091
O 2.069727 0.017344 2.655773 0.081 -0.041 0.116
C 3.417781 -0.347070 0.445164 0.013 0.110 -0.032
C 3.479525 -0.915070 -0.961364 -0.002 0.009 0.011
H 1.038453 -3.908377 2.737249 -0.001 0.004 0.002
H -0.106269 -2.626444 2.339899 -0.034 0.013 -0.036
H 1.150519 -2.352722 3.557006 -0.011 0.009 0.001
H 1.712931 -2.823017 0.563667 -0.037 0.017 0.015
H 2.932469 -2.579902 1.836238 0.005 -0.037 -0.024
H 4.163246 -0.797462 1.102613 -0.015 0.040 0.046
H 3.566308 0.734016 0.469189 -0.007 0.005 -0.047
H 3.260822 -1.983416 -0.985281 -0.015 0.013 -0.011
H 4.489142 -0.783476 -1.348468 0.004 0.002 0.000
H 2.798133 -0.393045 -1.628198 0.034 -0.027 0.009
```
Positions in Å, forces in eV/Å.

Properties
HOMO-LUMO gap (spin up / spin down)   0.2035 / 0.2036 hartree
LUMO (spin up / spin down)   -7.6 / -7.6 eV
Energy relative to the best compared isomer or geometry (same formula, charge and spin)   19.3 kJ/mol
Charge   +2

(2)
Computed, not measured: a structure of composition C22H25Cl2ErNO3P2 in a non-equilibrium geometry, with ωB97M-V with the def2-TZVPD basis set.

Structure (XYZ):
```
56
Properties=species:S:1:pos:R:3:forces:R:3
C -0.159054 -1.695926 -3.406294 -0.087 -0.262 0.095
C -0.433387 -0.865355 -2.322689 0.036 -0.141 0.586
C -0.516479 -1.473043 -1.035588 -0.115 0.885 -0.425
C -0.514451 -2.837949 -0.855446 -0.395 -0.467 -0.227
C -0.257151 -3.650350 -1.949044 -0.192 -0.056 -0.168
C -0.077854 -3.076221 -3.206377 0.425 -0.218 -0.091
C -0.662859 -3.388734 0.556722 -4.995 3.945 -2.407
C -1.477171 -2.399493 1.478788 0.631 -0.995 1.111
C -1.392825 -1.054435 1.176744 0.473 0.820 -0.228
C -2.046886 -0.072830 1.977463 0.164 -0.249 -0.155
C -2.684069 -0.509435 3.147143 -0.003 -0.012 -0.500
C -2.754880 -1.868714 3.443659 0.222 -0.012 0.471
C -2.153581 -2.817007 2.629266 0.222 0.126 -0.594
H 0.003477 -1.282717 -4.412352 -0.197 -0.173 0.530
H -0.200755 -4.729739 -1.788739 0.047 0.240 -0.315
H 0.198592 -3.712851 -4.040872 -0.172 0.048 0.066
H -1.576531 -4.077926 0.734527 -1.365 0.589 -0.992
H -3.155831 0.214355 3.812367 0.054 -0.177 -0.201
H -3.225138 -2.181940 4.371811 -0.029 0.003 -0.219
H -2.164551 -3.878820 2.853834 -0.172 0.133 0.230
N -0.514169 -0.672116 0.129319 -4.595 -1.386 -1.104
Er 1.001962 0.466980 0.519672 4.266 0.832 1.848
C -0.650066 0.631925 -2.518775 0.148 0.194 0.157
H -1.593063 0.971736 -2.053250 0.256 -0.267 -0.146
H -0.697771 0.879024 -3.592285 -0.086 -0.225 0.292
C -2.062176 1.408738 1.584855 0.109 0.006 0.197
H -2.319432 1.556015 0.512728 0.176 -0.206 0.590
H -2.809315 1.941815 2.197193 0.070 -0.268 -0.310
P 0.688743 1.737921 -1.829007 -0.516 -0.273 -1.690
P -0.454120 2.334601 1.913759 -1.575 0.164 0.305
C -0.467051 2.535384 3.719582 0.476 -0.073 0.376
H 0.578794 2.554831 4.050501 -0.297 0.099 0.172
H -0.954117 3.478635 3.996321 0.082 -0.333 -0.010
H -0.961410 1.695317 4.217352 0.086 0.080 -0.123
C -0.896492 4.010800 1.347687 0.361 0.342 -0.358
H -1.178715 4.633966 2.206132 0.042 -0.130 -0.359
H -0.017578 4.440993 0.854353 -0.244 0.184 0.136
H -1.713878 3.991727 0.617859 0.134 -0.056 0.179
C 2.022223 1.419184 -3.026886 0.415 0.064 0.136
H 1.764317 1.881797 -3.991235 0.167 -0.193 0.279
H 2.951329 1.839398 -2.624597 -0.099 0.026 -0.308
H 2.196126 0.343513 -3.137580 -0.150 0.167 0.041
C 0.112284 3.374354 -2.360141 -0.029 0.319 0.219
H 0.776857 4.130560 -1.926141 -0.156 -0.014 -0.228
H 0.147568 3.429709 -3.456688 -0.084 0.065 0.328
H -0.907199 3.566296 -2.006397 0.185 -0.017 -0.087
C 0.820707 -3.265009 1.377893 6.547 0.291 3.996
O 1.415587 -2.263038 1.649006 -2.579 -0.707 -1.356
H -0.487607 -4.389008 0.443833 1.754 -2.939 0.424
Cl 4.951680 -1.790465 -1.666905 0.298 0.275 0.190
C 4.834274 -0.575449 -0.391570 -0.389 -0.519 0.382
Cl 5.266060 1.062588 -0.922032 0.210 -0.070 -0.067
C 3.391789 -0.456230 0.068157 -1.735 0.376 0.049
O 3.134093 0.024048 1.228700 0.704 -0.505 -1.365
O 2.435029 -0.712852 -0.766590 1.427 0.532 1.047
H 5.446122 -0.858559 0.470257 0.069 0.138 -0.399
```
Positions in Å, forces in eV/Å.

Properties
HOMO-LUMO gap (spin up / spin down)   0.2416 / 0.2449 hartree
LUMO (spin up / spin down)   -3.0 / -2.9 eV
Charge   +1
Multiplicity   4

| no. | total energy (eV) |
| --- | --- |
| 1 | -341106.90337 |
| 2 | -102087.74549 |